[1]
Molecular formula: C26H51N3O3PS
Method: DFT, ωB97M-V/def2-TZVPD

Calculated values
* SMILES: [H]/N=C\C[C@H]1[C@H](CC=O)[C@@H](C[C@H]2CO2)[N@@+](CCCN)(CCCCCCCCCCOC)C[C@H]1[PH2]=S
* total charge: +1
* HOMO energy: -11.25 eV

Last column: Mulliken charge in e.
Geometry (Å):
C: 0.626 5.418 0.320  -0.6329
O: -0.564 6.127 0.148  -0.3773
C: -1.771 5.513 0.523  -0.6784
C: -2.545 4.928 -0.642  -0.4754
C: -1.699 4.241 -1.691  -0.2162
C: -2.553 3.500 -2.692  -1.0752
C: -3.368 2.292 -2.206  -0.4897
C: -3.359 1.091 -3.170  -1.4793
C: -2.607 -0.186 -2.833  -0.7296
C: -1.092 -0.118 -2.654  -1.2233
C: -0.617 -0.067 -1.216  -0.2643
C: -1.145 -1.265 -0.431  -1.3606
N: -0.122 -2.112 0.285  1.1500
C: -0.880 -3.178 1.038  -1.2093
C: -1.794 -2.696 2.145  0.1877
C: -3.244 -2.444 1.735  -1.1269
N: -3.562 -1.013 1.829  -0.4785
C: 0.687 -2.802 -0.763  -2.1294
C: 1.958 -3.447 -0.274  -0.0339
P: 2.644 -4.173 -1.803  0.0809
S: 2.946 -2.892 -3.227  -0.3149
C: 2.891 -2.452 0.471  0.5039
C: 4.317 -2.358 -0.050  -1.5736
C: 5.335 -2.018 0.998  -0.3952
N: 6.564 -1.738 0.802  -0.6901
C: 2.178 -1.110 0.542  0.2906
C: 3.003 -0.009 1.184  -1.2515
C: 3.848 0.678 0.147  -0.5403
O: 3.350 1.295 -0.785  -0.4549
C: 0.815 -1.339 1.225  0.8872
C: 0.134 -0.132 1.828  -2.9655
C: 0.220 0.054 3.308  -0.4686
C: 1.322 -0.378 4.106  -0.7310
O: 1.143 0.969 3.771  -0.5434
H: 0.528 4.699 1.122  0.2559
H: 0.942 4.916 -0.586  0.2361
H: 1.397 6.119 0.600  0.2924
H: -1.619 4.775 1.308  0.3496
H: -2.371 6.297 0.959  0.3388
H: -3.096 5.735 -1.106  0.3081
H: -3.268 4.220 -0.258  0.2746
H: -1.100 4.979 -2.201  0.4062
H: -0.999 3.573 -1.198  0.0765
H: -3.255 4.233 -3.064  0.3402
H: -1.952 3.211 -3.541  0.5531
H: -4.394 2.619 -2.165  0.5651
H: -3.116 2.015 -1.190  0.3650
H: -4.386 0.781 -3.292  0.4397
H: -3.021 1.446 -4.132  0.4394
H: -2.792 -0.852 -3.664  0.3497
H: -3.076 -0.662 -1.980  0.3285
H: -0.737 0.778 -3.142  0.6917
H: -0.598 -0.942 -3.151  0.4459
H: -0.982 0.839 -0.768  0.4607
H: 0.459 0.007 -1.218  -0.4668
H: -1.893 -0.954 0.274  0.3018
H: -1.645 -1.941 -1.107  1.2619
H: -0.170 -3.896 1.413  0.6904
H: -1.470 -3.694 0.299  0.6004
H: -1.787 -3.467 2.898  0.5570
H: -1.445 -1.806 2.637  -0.2708
H: -3.405 -2.725 0.707  0.4409
H: -3.883 -3.024 2.383  0.3895
H: -3.727 -0.739 2.783  0.2101
H: -4.365 -0.768 1.276  0.2035
H: 0.973 -2.072 -1.499  0.4841
H: 0.053 -3.515 -1.268  0.7755
H: 1.764 -4.293 0.371  0.4911
H: 1.706 -5.173 -2.070  0.1618
H: 3.775 -4.882 -1.420  0.1255
H: 2.960 -2.799 1.496  0.5065
H: 4.379 -1.628 -0.843  0.6462
H: 4.654 -3.299 -0.451  0.5566
H: 4.991 -2.020 2.025  0.4949
H: 6.812 -1.747 -0.186  0.2726
H: 2.033 -0.785 -0.475  0.1400
H: 3.639 -0.352 1.982  0.3613
H: 2.400 0.782 1.595  0.7543
H: 4.932 0.604 0.256  0.4349
H: 1.011 -2.063 2.000  0.5095
H: -0.927 -0.178 1.649  1.1878
H: 0.459 0.788 1.372  1.2552
H: -0.737 0.039 3.795  0.7218
H: 2.178 -0.837 3.654  0.0410
H: 1.113 -0.521 5.151  0.4531



[2]
Molecular formula: C26H51N3O6
Method: DFT, ωB97M-V/def2-TZVPD

Calculated values
* SMILES: C=C[C@@]1(CCCCCCCCC)OC(=O)O[C@@]1(NCCC)OCCC.CNC(C)=O.CNC(C)=O
* total charge: 0
* HOMO energy: -9.27 eV

Last column: Mulliken charge in e.
Geometry (Å):
C: 1.542 -0.915 4.224  -1.0563
C: 1.267 -0.811 2.925  -0.8520
C: 1.890 0.203 1.992  2.2508
C: 0.851 0.807 1.058  -1.0881
C: -0.526 1.069 1.699  -1.1919
C: -1.614 0.101 1.231  -0.5413
C: -3.024 0.711 1.281  -0.8790
C: -4.094 -0.373 1.065  -0.6230
C: -5.329 0.109 0.273  -0.3771
C: -6.638 -0.249 1.001  -0.7250
C: -6.860 -1.743 1.145  -0.2709
C: -7.967 -2.081 2.165  -1.2566
O: 2.504 1.246 2.795  -0.5414
C: 3.817 0.959 2.924  0.5505
O: 4.652 1.704 3.326  -0.5895
O: 4.023 -0.335 2.525  -0.4314
C: 3.165 -0.414 1.354  -0.2997
N: 3.811 0.447 0.411  0.0273
C: 3.204 0.615 -0.924  -0.3936
C: 4.191 0.335 -2.054  -0.7380
C: 4.264 -1.163 -2.409  -0.9926
O: 2.910 -1.714 0.992  -0.1712
C: 4.049 -2.545 0.771  -0.4929
C: 4.261 -3.514 1.913  -0.4732
C: 3.068 -4.450 2.143  -1.0589
H: 1.980 -0.108 4.797  0.2801
H: 1.334 -1.827 4.770  0.3000
H: 0.519 -1.465 2.488  0.5000
H: 0.732 0.126 0.215  0.3387
H: 1.251 1.730 0.639  0.2682
H: -0.831 2.071 1.386  0.5449
H: -0.465 1.087 2.785  0.4570
H: -1.448 -0.245 0.210  0.3163
H: -1.640 -0.770 1.892  0.2302
H: -3.161 1.207 2.242  0.2353
H: -3.097 1.427 0.460  0.4394
H: -4.400 -0.801 2.020  0.4230
H: -3.616 -1.171 0.492  0.3841
H: -5.383 -0.358 -0.709  0.1847
H: -5.275 1.188 0.134  0.2238
H: -7.471 0.208 0.462  0.2874
H: -6.580 0.205 1.997  0.2750
H: -5.951 -2.248 1.472  0.2611
H: -7.101 -2.178 0.172  0.3425
H: -8.621 -1.218 2.292  0.3215
H: -8.558 -2.935 1.844  0.3426
H: -7.522 -2.307 3.133  0.3095
H: 4.767 0.140 0.279  0.5148
H: 2.312 0.010 -1.069  0.2256
H: 2.877 1.655 -1.009  0.3371
H: 3.822 0.854 -2.939  0.5021
H: 5.174 0.717 -1.793  0.2049
H: 5.160 -1.645 -2.018  0.2175
H: 4.219 -1.331 -3.483  0.4517
H: 3.412 -1.696 -1.983  0.1861
H: 4.965 -1.977 0.599  0.2742
H: 3.863 -3.118 -0.139  0.4491
H: 4.542 -3.010 2.836  0.2477
H: 5.121 -4.127 1.630  0.4475
H: 2.458 -4.142 2.990  0.2163
H: 2.435 -4.506 1.258  0.2710
H: 3.403 -5.465 2.357  0.3599
C: 8.556 1.657 -4.015  -1.3475
C: 8.243 1.535 -2.542  0.8246
O: 7.676 0.557 -2.082  -0.6505
N: 8.616 2.562 -1.735  -0.1507
C: 9.291 3.793 -2.098  -0.8530
H: 8.197 0.763 -4.514  0.3005
H: 8.059 2.527 -4.446  0.3622
H: 9.631 1.743 -4.177  0.3780
H: 8.378 2.418 -0.766  0.2329
H: 10.239 3.873 -1.564  0.2912
H: 8.674 4.653 -1.833  0.2887
H: 9.488 3.821 -3.164  0.3195
C: -8.108 2.132 -1.587  -1.2391
C: -7.795 1.092 -2.639  0.8346
O: -6.733 0.495 -2.665  -0.6284
N: -8.753 0.843 -3.572  -0.1717
C: -10.064 1.448 -3.701  -0.8229
H: -7.253 2.215 -0.925  0.0784
H: -8.295 3.103 -2.047  0.4879
H: -8.981 1.841 -1.001  0.3886
H: -8.484 0.142 -4.245  0.2412
H: -10.841 0.685 -3.630  0.2790
H: -10.158 1.944 -4.668  0.2834
H: -10.226 2.181 -2.918  0.3170



[3]
Molecular formula: C26H51NO2P2Re
Method: DFT, ωB97M-V/def2-TZVPD

Calculated values
* total charge: +4
* multiplicity: 4
* HOMO energy (spin up / spin down): -21.59 / -21.43 eV

Last column: Mulliken spin population.
Geometry (Å):
Re: -0.033 -0.174 -0.175  1.3814
C: 1.824 -0.416 -0.829  0.0046
O: 2.947 -0.521 -1.178  0.0956
C: -1.972 0.044 0.066  0.0253
O: -3.125 0.236 0.238  0.0902
P: -0.143 1.934 -1.182  -0.0061
C: -0.534 1.943 -3.004  0.0066
H: -0.505 3.013 -3.254  -0.0025
C: -1.457 3.160 -0.623  0.0464
H: -2.375 2.547 -0.692  0.0010
C: 1.480 2.867 -1.242  0.0638
H: 2.135 2.143 -1.762  0.0032
C: 1.272 -3.396 0.921  0.0442
P: -0.175 -2.425 0.237  -0.0176
H: -0.963 -4.047 -1.365  -0.0033
H: 2.055 -3.244 0.156  -0.0006
C: -1.621 -3.296 1.034  0.0239
H: -1.291 -4.348 1.021  -0.0011
C: -1.272 3.577 0.835  0.0191
H: -2.210 4.034 1.182  0.0019
H: -0.473 4.321 0.945  0.0018
H: -1.056 2.730 1.495  0.0177
C: -1.689 4.422 -1.465  0.0088
H: -0.857 5.128 -1.390  0.0010
H: -2.579 4.928 -1.065  0.0024
H: -1.886 4.227 -2.522  0.0008
C: 1.531 4.188 -2.023  0.0170
H: 1.119 4.139 -3.034  0.0011
H: 2.592 4.462 -2.123  0.0023
H: 1.039 5.003 -1.479  0.0008
C: 2.056 3.131 0.145  0.0484
H: 3.102 3.444 0.021  0.0028
H: 2.057 2.245 0.780  0.0299
H: 1.515 3.925 0.671  0.0006
C: 0.540 1.241 -3.838  0.0023
H: 1.501 1.766 -3.805  -0.0004
H: 0.203 1.208 -4.882  0.0017
H: 0.709 0.206 -3.514  0.0014
C: -1.936 1.421 -3.328  -0.0015
H: -2.085 0.386 -2.992  0.0013
H: -2.062 1.435 -4.419  0.0021
H: -2.726 2.038 -2.887  -0.0001
C: 1.063 -4.907 1.107  0.0174
H: 0.682 -5.423 0.220  0.0009
H: 0.396 -5.122 1.953  0.0003
H: 2.043 -5.346 1.350  0.0017
C: 1.775 -2.829 2.242  0.0322
H: 1.055 -2.987 3.054  0.0010
C: -1.072 -2.044 -2.267  0.0003
H: 1.984 -1.762 2.178  0.0355
H: 2.714 -3.335 2.504  0.0025
C: 0.997 -3.534 -2.125  -0.0030
H: -0.682 -1.007 -1.941  0.0351
H: -0.826 -2.097 -3.334  0.0009
H: -2.165 -2.070 -2.115  0.0043
C: -0.341 -3.143 -1.486  0.0056
H: 0.828 -3.763 -3.186  0.0018
H: 1.433 -4.421 -1.652  0.0003
H: 1.739 -2.724 -2.080  0.0015
C: -2.957 -3.235 0.283  0.0001
H: -3.307 -2.207 0.142  0.0014
H: -3.703 -3.760 0.895  0.0004
H: -2.924 -3.735 -0.689  0.0003
C: -1.816 -2.866 2.489  -0.0041
H: -1.998 -1.787 2.576  0.0093
H: -0.962 -3.117 3.126  0.0001
H: -2.698 -3.383 2.892  0.0025
H: -0.411 -1.938 -5.527  0.0000
H: -0.418 -1.221 -5.751  0.0000
C: 1.594 1.534 5.830  0.0010
C: 1.202 1.143 4.440  0.0098
C: 2.157 0.855 3.469  0.1502
C: 1.765 0.478 2.184  0.3227
N: 0.448 0.366 1.801  0.0149
C: -0.488 0.668 2.760  0.2674
C: -0.132 1.055 4.049  0.1683
H: 2.167 0.739 6.321  -0.0021
H: 2.213 2.439 5.841  -0.0024
H: 0.705 1.727 6.436  -0.0010
H: 3.225 0.925 3.675  -0.0122
H: 2.532 0.264 1.431  -0.0014
H: -1.543 0.633 2.476  0.0206
H: -0.928 1.316 4.749  -0.0025



[4]
Molecular formula: C26H51NO2P2Tc
Method: DFT, ωB97M-V/def2-TZVPD

Calculated values
* total charge: +4
* multiplicity: 4
* HOMO energy (spin up / spin down): -20.43 / -20.76 eV

Last column: Mulliken spin population.
Geometry (Å):
Tc: 0.484 -0.086 -1.017  1.5296
C: 1.012 -1.860 -1.619  -0.0689
O: 1.341 -2.927 -1.983  0.0873
C: -0.212 1.492 -0.119  -0.0679
O: -0.659 2.425 0.454  0.0570
P: -1.702 -0.209 -2.106  0.0266
C: -3.197 -0.945 -1.297  0.0421
H: -3.947 -0.935 -2.102  -0.0052
C: -2.376 1.433 -2.721  0.0574
H: -2.194 2.080 -1.841  -0.0101
C: -1.534 -1.325 -3.587  0.0693
H: -1.311 -2.306 -3.129  -0.0003
C: 3.909 -0.741 -0.573  0.0686
P: 2.466 -0.015 0.372  0.0109
H: 3.597 -0.524 2.387  -0.0002
H: 3.623 -1.799 -0.700  -0.0030
C: 3.167 1.656 0.848  0.0667
H: 4.247 1.449 0.923  0.0044
C: -1.565 1.990 -3.895  0.0195
H: -1.880 1.550 -4.852  0.0010
H: -0.482 1.860 -3.779  0.0022
H: -1.760 3.070 -3.963  0.0026
C: -3.881 1.475 -3.041  0.0223
H: -4.087 2.362 -3.656  0.0115
H: -4.500 1.556 -2.141  -0.0003
H: -4.211 0.601 -3.617  0.0000
C: -2.810 -1.485 -4.417  0.0302
H: -3.676 -1.814 -3.830  0.0003
H: -2.622 -2.267 -5.165  0.0118
H: -3.067 -0.568 -4.963  -0.0006
C: -0.345 -0.933 -4.471  0.0221
H: 0.034 -1.846 -4.951  0.0022
H: 0.498 -0.487 -3.923  -0.0034
H: -0.647 -0.241 -5.267  0.0026
C: -2.980 -2.418 -0.928  0.0015
H: -3.258 -3.076 -1.763  -0.0005
H: -3.623 -2.688 -0.081  -0.0010
H: -1.943 -2.655 -0.657  -0.0021
C: -3.770 -0.122 -0.142  0.0175
H: -3.267 -0.344 0.807  -0.0083
H: -4.834 -0.383 -0.022  -0.0006
H: -3.718 0.959 -0.312  0.0011
C: 5.248 -0.686 0.176  0.0250
H: 5.172 -0.852 1.255  0.0021
H: 5.763 0.267 0.003  0.0008
H: 5.893 -1.480 -0.223  0.0086
C: 4.024 -0.111 -1.958  0.0241
H: 4.417 0.911 -1.907  0.0002
C: 1.555 -0.688 3.016  0.0115
H: 3.073 -0.094 -2.507  0.0011
H: 4.730 -0.706 -2.551  0.0013
C: 2.887 -2.463 1.777  -0.0007
H: 0.801 -1.488 3.019  -0.0007
H: 2.003 -0.654 4.026  -0.0033
H: 1.032 0.269 2.877  0.0067
C: 2.663 -0.961 1.989  0.0219
H: 2.632 -2.995 2.702  -0.0009
H: 3.937 -2.699 1.565  0.0000
H: 2.270 -2.857 0.956  -0.0018
C: 2.706 2.210 2.199  0.0171
H: 1.630 2.436 2.202  -0.0006
H: 3.238 3.155 2.381  0.0079
H: 2.934 1.544 3.036  0.0013
C: 2.949 2.714 -0.234  0.0194
H: 3.186 2.372 -1.245  0.0010
H: 3.600 3.571 -0.011  0.0029
H: 1.913 3.074 -0.227  -0.0065
H: 0.189 -0.900 0.621  -0.0959
H: -0.671 -1.004 0.064  -0.0215
N: -1.690 -0.248 2.413  0.2452
C: -1.687 0.203 3.713  0.2160
C: -1.229 1.516 3.997  0.1085
C: -1.306 1.983 5.310  0.0457
C: -1.869 1.181 6.317  0.2571
C: -2.301 -0.119 6.028  0.0287
C: -2.158 -0.640 4.744  0.1120
H: -1.776 -1.247 2.256  -0.0169
H: -1.161 0.274 1.702  -0.0343
H: -0.833 2.136 3.184  0.0152
H: -0.933 2.979 5.565  0.0042
H: -2.009 1.577 7.322  -0.0021
H: -2.727 -0.762 6.798  0.0031
H: -2.412 -1.674 4.490  0.0010



[5]
Molecular formula: C26H52FN2OS2
Method: DFT, ωB97M-V/def2-TZVPD

Calculated values
* SMILES: CCCCCCCCCCCC[N@@+](F)(CCCCCC)CCCSC(=S)N1CCOCC1
* total charge: +1
* HOMO energy: -10.81 eV

Last column: Mulliken charge in e.
Geometry (Å):
C: -4.736 -5.165 1.135  -1.1640
C: -4.946 -4.000 2.103  -0.0729
C: -6.054 -2.987 1.709  -0.5376
C: -6.536 -3.016 0.258  -0.4886
C: -7.255 -1.711 -0.119  -1.2050
C: -6.331 -0.507 -0.276  -0.6719
C: -5.259 -0.648 -1.355  -0.4425
C: -4.136 0.386 -1.169  -0.5460
C: -3.390 0.693 -2.459  -0.8787
C: -2.001 1.301 -2.241  -1.0268
C: -1.050 0.264 -1.633  -0.3061
C: 0.337 0.850 -1.461  -0.6190
N: 1.285 -0.028 -0.675  0.8004
F: 1.028 0.248 0.671  -0.2412
C: 0.999 -1.491 -0.854  -0.4994
C: 2.072 -2.444 -0.363  -0.5730
C: 1.704 -3.887 -0.794  -1.1100
C: 0.885 -4.661 0.241  -0.9393
C: -0.585 -4.218 0.374  -0.3171
C: -0.880 -3.371 1.631  -0.8971
C: 2.704 0.355 -0.914  -0.8823
C: 2.967 1.866 -0.772  -0.5066
C: 4.355 2.109 -0.157  -1.3900
S: 5.169 3.561 -0.858  -0.1890
C: 5.060 4.719 0.500  0.1929
S: 3.749 4.751 1.478  -0.2927
N: 6.116 5.593 0.499  0.0969
C: 5.988 6.714 1.441  -0.8979
C: 7.173 7.656 1.299  -0.5722
O: 8.436 6.998 1.322  -0.3784
C: 8.340 5.632 1.607  -0.6600
C: 7.453 4.914 0.607  -0.4313
H: -3.979 -5.837 1.537  0.4033
H: -5.663 -5.708 0.968  0.3777
H: -4.374 -4.805 0.173  0.2261
H: -5.219 -4.428 3.068  0.2687
H: -4.007 -3.465 2.250  0.0219
H: -5.727 -1.988 1.994  0.2544
H: -6.925 -3.201 2.332  0.3094
H: -5.725 -3.192 -0.446  0.3116
H: -7.252 -3.828 0.136  0.4017
H: -7.955 -1.489 0.692  0.3628
H: -7.864 -1.841 -1.014  0.3854
H: -6.923 0.375 -0.532  0.4191
H: -5.845 -0.267 0.673  0.3479
H: -4.796 -1.635 -1.324  0.2320
H: -5.704 -0.534 -2.345  0.3225
H: -3.473 -0.001 -0.391  0.2278
H: -4.581 1.292 -0.752  0.4205
H: -3.975 1.421 -3.021  0.4270
H: -3.265 -0.205 -3.066  0.3857
H: -1.605 1.629 -3.205  0.4362
H: -2.053 2.178 -1.592  0.4137
H: -1.437 0.010 -0.644  0.2643
H: -1.066 -0.618 -2.269  0.3067
H: 0.251 1.789 -0.925  0.3372
H: 0.815 1.012 -2.427  0.4135
H: 0.818 -1.658 -1.912  0.5029
H: 0.093 -1.667 -0.281  -0.2492
H: 3.051 -2.221 -0.775  0.5531
H: 2.141 -2.436 0.725  0.4681
H: 1.123 -3.853 -1.721  0.3711
H: 2.614 -4.432 -1.034  0.4046
H: 0.899 -5.707 -0.067  0.3848
H: 1.410 -4.626 1.196  0.3936
H: -0.858 -3.642 -0.513  0.3591
H: -1.226 -5.094 0.369  0.4402
H: -0.049 -3.391 2.334  0.3288
H: -1.759 -3.745 2.152  0.1720
H: -1.077 -2.323 1.401  0.1288
H: 3.333 -0.174 -0.209  0.6736
H: 2.924 0.044 -1.934  0.3856
H: 2.884 2.372 -1.728  0.5539
H: 2.244 2.282 -0.073  0.3324
H: 4.274 2.237 0.919  0.5151
H: 5.035 1.273 -0.332  0.6148
H: 5.882 6.368 2.469  0.4289
H: 5.091 7.272 1.183  0.5586
H: 7.134 8.371 2.122  0.3118
H: 7.111 8.192 0.353  0.3394
H: 7.984 5.445 2.627  0.3355
H: 9.332 5.189 1.547  0.4050
H: 7.350 3.873 0.910  0.3786
H: 7.931 4.914 -0.371  0.2785